Below is a 5-piece molecular cluster, C35H57N3O7 overall, with properties calculated with the ωB97M-V functional and the def2-TZVPD basis.

Results
F_max in hartree/bohr: 0.0884
LUMO energy in eV: -0.99
Frontier orbital gap in eV: 7.46
Molar mass in g/mol: 631.9
Structure (SMILES): [H]/N=C(\N)NCCCCc1cc(OCCCC)cc2c1C(=O)C=CC2=O.C1CCOC1.C1CCOC1.C1CCOC1.C1CCOC1

Geometry as ORCA input:
```
! wB97M-V def2-TZVPD RIJCOSX def2/J DEFGRID3
* xyz 0 1
H -1.7576 -0.5004 1.8437
N -1.0332 0.1854 2.1034
C -1.4883 1.4298 1.9169
N -2.8424 1.6205 1.3841
N -0.5428 2.5030 2.2268
C -1.1968 3.7093 2.8201
C -0.4134 5.0858 2.5436
C 1.0805 5.1335 3.1287
C 2.2239 5.2173 1.9666
C 2.2695 3.7316 1.3292
C 3.0894 2.6788 2.1579
C 3.1706 1.2017 1.6420
O 3.9586 0.3096 2.4124
C 3.2047 -0.8565 2.8428
C 2.1865 -0.5837 4.0565
C 2.7753 0.3515 5.2216
C 1.8086 1.6417 5.4404
C 2.4037 0.8604 0.3408
C 1.5983 1.9017 -0.4660
C 1.5125 3.4023 0.0192
C 0.6428 4.4343 -0.8287
O 0.9108 5.6487 -1.0018
C -0.6693 3.8061 -1.5353
C -0.5784 2.4532 -1.9796
C 0.7654 1.5747 -1.7978
O 1.0942 0.6924 -2.6342
H -2.8496 2.2337 0.5462
H -3.2672 0.7407 1.0633
H 0.1305 2.1104 2.8989
H -1.2431 3.5317 3.9658
H -2.2807 3.8766 2.4579
H -0.4790 5.3700 1.4240
H -1.0078 5.9161 3.0897
H 1.2020 6.0242 3.8579
H 1.3066 4.1975 3.7550
H 1.9830 6.0168 1.1907
H 3.2646 5.4574 2.4103
H 3.6111 3.0191 3.1274
H 3.9824 -1.6159 3.2410
H 2.7162 -1.3548 1.9376
H 1.1852 -0.2163 3.6311
H 1.9927 -1.6175 4.5418
H 2.7874 -0.2014 6.2282
H 3.8231 0.7576 5.0253
H 0.8335 1.3706 5.9869
H 1.5190 2.0190 4.3881
H 2.3459 2.5069 5.9614
H 2.4269 -0.2112 -0.0493
H -1.6000 4.4533 -1.6109
H -1.5248 2.0135 -2.4718
C 3.1167 -1.6939 -6.3068
C 3.0086 -0.9302 -5.0058
C 3.4472 -1.9685 -3.9930
O 4.3854 -2.8265 -4.6585
C 4.3405 -2.5556 -6.0655
H 3.2130 -1.0539 -7.1857
H 2.2333 -2.3279 -6.4397
H 3.7119 -0.0910 -5.0091
H 2.0102 -0.5375 -4.8078
H 2.6035 -2.5850 -3.6647
H 3.9166 -1.5236 -3.1127
H 5.2597 -2.0232 -6.3337
H 4.3084 -3.4962 -6.6204
C -4.8977 -1.1555 -4.6466
C -5.1578 0.3341 -4.6173
C -4.5389 0.7369 -3.2932
O -3.4511 -0.1658 -3.0516
C -3.5361 -1.2506 -3.9889
H -4.9166 -1.5854 -5.6491
H -5.6448 -1.6748 -4.0368
H -4.6251 0.8196 -5.4417
H -6.2144 0.5978 -4.6915
H -5.2539 0.6282 -2.4703
H -4.1685 1.7655 -3.2993
H -2.7324 -1.1239 -4.7209
H -3.3867 -2.1985 -3.4689
C -0.7277 -1.4721 8.8426
C -1.1335 -2.2590 7.6166
C -0.0683 -1.8558 6.6164
O 1.1229 -1.5789 7.3671
C 0.7851 -1.5174 8.7598
H -1.1154 -1.8826 9.7766
H -1.0764 -0.4379 8.7520
H -1.0639 -3.3319 7.8247
H -2.1460 -2.0437 7.2709
H -0.3491 -0.9409 6.0834
H 0.1346 -2.6383 5.8815
H 1.1819 -2.4181 9.2406
H 1.2570 -0.6433 9.2142
C -1.2869 -5.0894 -6.7945
C -2.5663 -5.8462 -6.5162
C -3.2193 -4.9823 -5.4554
O -2.8056 -3.6322 -5.7071
C -1.7390 -3.6484 -6.6661
H -0.8471 -5.3125 -7.7680
H -0.5448 -5.3185 -6.0226
H -3.1887 -5.8664 -7.4170
H -2.4065 -6.8750 -6.1889
H -2.8758 -5.2566 -4.4522
H -4.3101 -5.0424 -5.4785
H -2.1360 -3.2711 -7.6149
H -0.9370 -2.9844 -6.3354
*
```